(1)
# C10H16AlF6O8S2

A molecular structure, C10H16AlF6O8S2 at a distorted geometry (wB97M-V/def2-TZVPD, the Open Molecules 2025 dataset).

```
43
Properties=species:S:1:pos:R:3:forces:R:3
Al -0.6005 -0.8951 0.3317 0.4 0.4 -0.1
C 0.1313 4.3504 -0.4659 -0.4 0.4 0.5
F -1.0796 4.1415 -0.9849 0.3 -0.2 0.1
F 1.0535 4.2076 -1.3883 0.1 -0.2 -0.1
F 0.1701 5.5817 0.0192 0.1 -0.3 0.1
S 0.4055 3.1125 0.9532 -2.6 0.1 0.1
O 0.1267 1.7898 0.3792 0.5 0.3 0.2
O 1.8044 3.3035 1.3402 0.7 -0.1 0.0
O -0.5331 3.4560 2.0075 1.2 0.0 -0.9
C 4.4722 0.2486 -1.0807 0.2 1.0 -0.3
F 4.2577 -0.6575 -2.0238 -0.2 -0.2 0.8
F 5.2275 -0.1839 -0.0838 -0.3 -0.4 -0.4
F 5.0722 1.2830 -1.6647 -0.2 0.0 0.3
S 2.8411 0.8761 -0.3485 -1.8 -1.5 -2.1
O 2.0955 -0.3299 0.0893 0.7 0.8 -0.1
O 3.1820 1.7069 0.8020 0.1 0.3 0.8
O 2.1495 1.6051 -1.4148 1.0 -0.4 1.1
C -1.8811 0.4401 -4.4905 -0.4 -0.7 -0.6
C -1.1756 1.6839 -4.0054 -0.1 0.9 0.3
C -0.4803 1.2733 -2.7232 0.8 -1.1 -0.6
O -0.9909 -0.0256 -2.3761 -0.9 -0.4 1.1
C -1.3467 -0.6803 -3.6125 0.8 0.3 -0.7
H -1.6993 0.2672 -5.5510 0.0 -0.2 0.1
H -2.9592 0.5355 -4.3655 0.0 0.0 0.0
H -1.9526 2.4329 -3.8453 0.3 0.3 0.2
H -0.4345 2.1172 -4.6768 -0.2 -0.2 -0.2
H -0.5007 1.9937 -1.9171 -0.3 -0.3 0.2
H 0.5722 0.9779 -2.8975 0.1 0.9 -0.2
H -2.0029 -1.5404 -3.5040 -0.2 0.3 0.6
H -0.4199 -1.0724 -4.0491 0.1 0.0 0.1
C -2.2260 -3.4416 4.2955 -0.3 -0.6 0.6
C -0.8869 -3.1504 4.9714 0.1 0.4 0.1
C 0.0219 -2.6817 3.8261 -0.2 0.3 0.8
O -0.7957 -2.6289 2.6409 0.0 0.4 -0.2
C -1.8528 -3.6059 2.8528 0.9 -0.2 -0.5
H -2.9485 -2.6416 4.4491 0.1 0.0 -0.1
H -2.6317 -4.3618 4.7173 -0.3 0.1 -0.2
H -0.4299 -4.0127 5.4535 -0.3 -0.1 0.0
H -0.9992 -2.3706 5.7228 0.0 -0.1 0.0
H 0.8619 -3.3733 3.7547 0.0 0.1 -0.6
H 0.3826 -1.6861 4.0802 0.2 0.1 -0.5
H -1.3630 -4.5687 2.6724 -0.3 -0.2 0.1
H -2.6374 -3.4758 2.1102 0.0 0.2 0.1
```
Positions in Å, forces in eV/Å.

Calculated values
Charge: +1
E_HOMO, Eh: -0.487
Kohn-Sham gap, eV: 3.499
Molecular weight, g mol⁻¹: 469.334
Spin multiplicity: 1



(2)
# C10H16BrClInO

A molecular structure, C10H16BrClInO at a distorted geometry (wB97M-V/def2-TZVPD, the Open Molecules 2025 dataset).

```
30
Properties=species:S:1:pos:R:3:forces:R:3
C 1.7290 -0.0740 3.9171 -0.8 0.2 0.7
C 1.2652 -0.2876 2.8006 0.1 0.1 0.3
In 0.2273 -0.5855 0.7894 0.2 -0.1 0.1
C -0.2953 -2.8201 0.7294 -0.2 -0.8 -0.9
C -0.1444 -3.4446 -0.6848 0.3 0.3 0.8
O 0.7377 -3.1749 -1.4880 -0.8 -0.3 0.8
C -1.7171 0.5386 0.6961 -0.3 0.0 0.1
C -2.3856 0.5725 -0.7380 -0.1 1.0 0.7
C -3.8911 1.0383 -0.6049 -0.1 -0.6 -0.9
Cl -4.0307 2.6535 0.2669 0.0 -0.8 -0.5
C 1.6913 -0.1035 -0.8494 0.6 0.5 -0.4
C 1.9498 1.4398 -1.1308 1.7 -1.9 -0.9
C 3.5135 1.7489 -1.0103 -0.7 1.5 -0.1
Br 1.0359 2.6884 0.1109 0.0 -0.1 -0.4
H 1.8304 0.1592 5.0009 0.2 -0.4 -1.6
H 0.4297 -3.3519 1.4203 -0.8 0.6 -0.7
H -1.3639 -2.9629 1.0808 1.2 -0.1 -0.2
H -0.8933 -4.2600 -0.9849 0.3 0.8 0.3
H -2.4386 0.0585 1.4286 0.7 0.4 -0.8
H -1.5385 1.5801 1.0948 -0.3 -1.1 -0.6
H -1.8835 1.3440 -1.4021 -0.4 -0.9 0.8
H -2.2914 -0.4176 -1.2835 -0.5 1.0 0.7
H -4.5367 0.3098 -0.0353 0.8 0.8 -0.5
H -4.3589 1.2139 -1.6190 0.4 -0.2 1.1
H 2.6954 -0.5384 -0.5511 -1.2 0.3 -0.3
H 1.4020 -0.6117 -1.8191 0.2 0.6 1.1
H 1.6287 1.6298 -2.1967 0.0 0.4 1.4
H 3.5978 2.8244 -0.6685 0.2 -1.1 -0.4
H 4.0243 1.1105 -0.2446 -0.5 0.4 -0.8
H 4.0112 1.7227 -2.0247 -0.5 -0.4 1.1
```
Positions in Å, forces in eV/Å.

Calculated values
Charge: -1
E_HOMO, Eh: -0.184
Kohn-Sham gap, eV: 7.925
Molecular weight, g mol⁻¹: 382.412
Spin multiplicity: 1



(3)
# C10H16Cl2GaN2

A molecular structure, C10H16Cl2GaN2 at a distorted geometry (wB97M-V/def2-TZVPD, the Open Molecules 2025 dataset).

```
31
Properties=species:S:1:pos:R:3:forces:R:3
Ga -0.7708 0.0437 -2.8266 -1.3 -0.6 -1.3
Cl -1.8531 0.7302 -1.0461 -0.2 0.1 0.8
Cl 0.9393 -1.2593 -2.9389 1.0 -0.5 0.3
C -1.9273 -0.3716 -4.1895 -0.4 -0.2 0.0
H -1.5935 -1.0528 -4.9850 -0.1 0.6 0.1
H -2.9589 0.0001 -4.2357 0.5 0.0 -0.2
C 1.4172 0.4174 0.2975 0.8 -2.0 2.1
C 1.3808 1.1512 -0.7571 0.5 2.1 -2.5
H 1.6961 -0.6382 0.2357 0.1 0.6 -0.2
C 0.9469 2.5927 -0.7793 -0.3 0.3 0.3
H 1.7644 0.7701 -1.7086 -0.3 0.0 0.4
C 0.7439 3.1597 0.6403 0.1 0.0 -0.2
H 1.6826 3.2010 -1.3271 -0.1 -0.1 0.1
H -0.0001 2.6984 -1.3348 0.3 -0.1 0.1
C 0.1510 2.1170 1.5896 -0.1 -0.2 0.0
H 1.7179 3.4850 1.0284 -0.1 0.0 0.1
H 0.1017 4.0457 0.5900 0.1 0.0 0.1
C 1.0811 0.8973 1.6725 -0.4 0.5 0.2
H -0.0187 2.5425 2.5860 0.0 0.0 -0.1
H -0.8167 1.7803 1.1919 0.2 0.1 0.2
H 1.9989 1.1890 2.2082 0.0 -0.1 -0.1
H 0.6323 0.0818 2.2511 0.0 0.1 -0.1
N -1.0936 -2.0987 0.6924 0.6 -0.4 0.4
C -1.7131 -3.1406 1.3086 1.0 0.0 0.0
C -0.6987 -3.9320 1.8473 -0.2 0.6 -0.3
C 0.5102 -3.2751 1.5104 -1.2 0.7 -0.5
N 0.2584 -2.1565 0.8121 -0.7 -1.1 0.4
H -1.5130 -1.3128 0.1836 0.3 -0.3 0.2
H -2.7885 -3.2475 1.3347 0.2 0.1 -0.1
H -0.8001 -4.8416 2.4055 -0.1 -0.1 0.1
H 1.5230 -3.5763 1.7430 -0.1 0.2 -0.1
```
Positions in Å, forces in eV/Å.

Calculated values
Charge: -1
E_HOMO (spin up / spin down), Eh: -0.100 / -0.100
Kohn-Sham gap (spin up / spin down), eV: 5.908 / 5.906
Molecular weight, g mol⁻¹: 304.881
Spin multiplicity: 1



(4)
# C10H16Cl3F2N2O15V

A molecular structure, C10H16Cl3F2N2O15V at a distorted geometry (wB97M-V/def2-TZVPD, the Open Molecules 2025 dataset).

```
49
Properties=species:S:1:pos:R:3:forces:R:3
O -2.8535 -5.7740 6.5899 -0.8 1.0 -0.1
V -3.8021 -4.5655 6.4372 0.7 -0.9 0.1
Cl -1.1885 -1.1415 2.8899 1.4 2.4 -2.8
O -1.2552 0.1847 2.3522 0.2 -1.6 1.3
O -2.4666 -1.7915 2.8226 -2.9 -1.2 -0.3
O -0.2336 -1.9445 2.2634 0.8 -0.1 0.1
O -1.1732 -1.2357 4.3270 0.6 0.4 1.8
C -3.3190 -3.9070 -2.9346 -1.2 0.4 -0.1
N -2.7438 -2.7814 -3.7613 1.5 0.6 -0.5
O -1.5253 -2.7458 -3.9492 -1.2 -0.4 0.7
O -3.5151 -1.9945 -4.2866 0.1 -0.8 0.7
H -4.2614 -3.5314 -2.5359 0.0 0.0 -0.3
H -2.7734 -4.2773 -2.0667 0.8 0.3 -0.7
H -3.5362 -4.6793 -3.6725 0.1 -0.1 0.2
C -0.4638 4.0593 6.6854 0.0 0.1 1.6
N -1.9118 4.1720 6.3574 -0.7 -1.0 -1.5
O -2.7339 3.4451 6.8922 0.7 0.1 0.8
O -2.1923 4.8478 5.3955 0.3 0.8 -0.1
H 0.1032 3.8381 5.7811 -0.3 -0.1 0.2
H -0.4013 3.3464 7.5075 0.2 -0.4 -0.5
H -0.1144 4.9767 7.1591 -0.2 0.3 -0.5
C -2.7451 4.6794 -3.5708 0.5 1.8 0.4
C -3.6149 5.3646 -2.4859 -0.2 -1.6 -0.3
O -4.9071 5.0400 -2.9742 0.3 0.3 -1.0
C -4.8235 4.8184 -4.3932 -2.2 2.2 0.6
O -5.7868 4.8361 -5.1114 1.7 -0.7 1.2
O -3.5485 4.8829 -4.7254 0.5 -1.2 -0.8
F -3.3676 6.7233 -2.3559 -0.5 -1.1 -0.4
H -2.5170 3.6274 -3.3993 -0.3 0.0 0.1
H -1.8234 5.2347 -3.7449 0.0 -0.1 0.1
H -3.5549 4.8815 -1.5107 0.2 0.4 0.1
C 4.6664 -5.5474 -1.0872 0.7 1.5 -0.9
C 4.2690 -5.0467 -2.4867 -0.3 -1.3 1.2
O 3.9584 -6.3046 -3.1097 -0.5 1.2 0.1
C 3.3529 -7.0142 -2.1428 -1.9 -2.2 -1.0
O 2.5482 -7.8920 -2.3819 1.7 1.6 1.1
O 3.7548 -6.5845 -0.9211 -0.9 -1.0 0.4
F 5.2118 -4.4825 -3.1821 1.5 0.9 -0.9
H 4.5259 -4.7483 -0.3593 0.0 -0.4 0.2
H 5.6968 -5.9020 -1.1111 0.1 -0.1 0.2
H 3.4205 -4.3684 -2.3973 -0.4 -0.2 -0.5
Cl 5.9314 4.0442 0.8947 -0.6 -0.2 0.1
C 4.5732 2.8781 0.9797 -0.5 -0.2 0.4
C 4.7282 1.7862 -0.0535 0.6 0.4 0.2
Cl 4.3778 2.3785 -1.7035 -0.1 -0.2 0.2
H 3.6037 3.3750 0.9447 0.2 0.4 -0.6
H 4.5348 2.4136 1.9650 0.6 0.0 0.1
H 4.1158 0.9232 0.2080 -0.1 0.1 -0.3
H 5.7806 1.5028 -0.0376 -0.1 -0.2 -0.2
```
Positions in Å, forces in eV/Å.

Calculated values
Charge: +1
E_HOMO (spin up / spin down), Eh: -0.449 / -0.449
Kohn-Sham gap (spin up / spin down), eV: 4.849 / 4.385
<S²>: 3.816
Molecular weight, g mol⁻¹: 599.536
Spin multiplicity: 4



(5)
# C10H16Cl3N3O3

5 unconnected molecules or ions with the total composition C10H16Cl3N3O3 at a distorted geometry (wB97M-V/def2-TZVPD, the Open Molecules 2025 dataset).

```
35
Properties=species:S:1:pos:R:3:forces:R:3
C 9.6068 -0.3094 -20.1516 0.1 0.6 -0.5
C 9.0389 0.6656 -21.1520 1.0 -2.2 1.5
N 8.6178 1.4383 -21.8735 -0.5 0.8 -0.8
H 9.6858 -1.3633 -20.4184 -0.8 0.1 -0.7
H 9.0133 -0.2373 -19.2401 0.3 0.1 0.1
H 10.6622 -0.0787 -20.0073 -0.1 0.7 0.5
C 9.9972 8.0491 -17.6550 -0.2 -0.1 0.1
C 10.6137 6.7472 -17.9644 -1.1 2.2 0.2
N 11.0432 5.7311 -18.2263 0.7 -1.7 -0.3
H 8.9795 7.9034 -17.2929 0.1 -0.3 0.3
H 9.8505 8.6987 -18.5179 0.5 -0.2 -0.3
H 10.5876 8.5651 -16.8979 0.0 0.0 0.0
C 13.7701 4.3556 -19.3713 1.2 -0.2 -0.2
C 13.0520 3.1072 -19.3526 -0.5 0.4 0.0
N 12.4006 2.1690 -19.3131 -0.2 -0.8 -0.1
H 13.2029 5.1526 -19.8522 0.0 0.0 0.4
H 14.7082 4.1846 -19.8995 -0.1 0.1 -0.5
H 14.1124 4.5473 -18.3544 -0.5 0.6 0.0
C 17.2383 3.7585 -18.0621 0.1 -0.7 -0.2
O 18.4844 4.3229 -18.5190 -0.1 0.0 0.3
C 19.5606 3.6424 -18.2129 2.8 -1.5 0.3
O 19.7369 2.7331 -17.4020 -0.8 1.8 -1.5
O 20.5785 4.1062 -19.0442 -1.7 0.8 -0.1
C 21.9131 3.7013 -18.8754 0.2 -0.9 0.6
H 17.1303 3.7315 -16.9778 0.1 0.5 0.0
H 17.2361 2.7134 -18.3719 -0.3 0.0 -0.2
H 16.4632 4.3255 -18.5775 0.2 -0.1 0.4
H 22.3433 4.1714 -17.9910 0.0 -0.4 0.3
H 22.5639 3.9824 -19.7033 -0.7 0.4 -0.4
H 21.9244 2.6114 -18.8601 0.3 0.0 0.5
C 11.7357 3.3409 -15.6390 0.7 0.0 -0.7
Cl 13.3567 3.9582 -16.0275 0.4 0.3 -0.1
Cl 11.4475 3.7620 -13.9692 -0.7 -0.2 0.3
Cl 11.7140 1.5962 -16.0130 -0.4 0.2 0.4
H 11.0640 3.8558 -16.3260 -0.1 -0.2 0.3
```
Positions in Å, forces in eV/Å.

Calculated values
Charge: -1
E_HOMO (spin up / spin down), Eh: 0.023 / -0.295
Kohn-Sham gap (spin up / spin down), eV: 1.864 / 10.512
<S²>: 0.750
Molecular weight, g mol⁻¹: 332.615
Spin multiplicity: 2



(6)
# C10H16ClHoIr

A molecular structure, C10H16ClHoIr at a distorted geometry (wB97M-V/def2-TZVPD, the Open Molecules 2025 dataset).

```
29
Properties=species:S:1:pos:R:3:forces:R:3
Ir 0.3752 -1.5807 -2.8095 0.5 -1.7 -0.8
Cl 0.3112 -3.6898 -4.0188 0.2 0.9 0.3
C -1.3073 -1.4530 -1.6427 -0.9 0.1 0.8
C 1.7956 -0.1919 -2.1023 1.2 1.1 0.2
H -2.0483 -2.0776 -2.1702 0.1 0.2 0.3
H -1.3249 -1.7034 -0.5396 -0.4 0.3 -1.2
H -1.5164 -0.3915 -1.8428 -0.6 0.0 0.5
H 2.0670 -0.2836 -3.2033 0.4 0.3 0.8
H 2.7003 -0.4652 -1.4377 -1.1 0.5 -1.3
H 1.5258 0.9082 -1.9145 0.3 -1.4 -0.2
Ho 0.8444 -0.9331 0.1323 0.1 1.3 0.4
C 2.8500 -0.2602 1.2604 0.3 0.0 0.2
C 0.6547 -3.1786 0.4900 -0.6 -2.7 -2.2
H 3.1125 -1.0905 1.9313 0.0 -0.2 0.0
H 3.7913 -0.0063 0.7508 -0.1 0.0 -0.1
H 2.6580 0.5799 1.9465 -0.1 0.0 -0.1
H 1.5194 -3.7292 -0.0428 -0.4 0.8 1.0
H -0.1697 -3.8280 -0.0531 0.9 1.1 1.4
C -2.3711 2.9591 1.7049 -0.2 -0.5 0.5
C -1.7531 3.0568 0.4675 0.8 -0.4 -0.2
C -0.8449 2.0537 0.0693 -1.3 1.0 0.7
C -0.6357 0.9729 0.8952 1.6 -2.5 0.0
C -1.2179 0.8658 2.1600 -1.2 1.3 0.3
C -2.1362 1.8807 2.5696 1.1 -1.0 -0.1
H -3.0599 3.7175 2.0322 -0.2 0.3 0.0
H -1.9327 3.9156 -0.1660 -0.1 0.1 0.0
H -0.3164 2.1244 -0.8735 -0.1 0.1 -0.2
H -0.9735 0.0125 2.8395 -0.4 0.7 -0.6
H -2.5972 1.8157 3.5672 0.1 0.2 -0.5
```
Positions in Å, forces in eV/Å.

Calculated values
Charge: -1
E_HOMO (spin up / spin down), Eh: -0.129 / -0.183
Kohn-Sham gap (spin up / spin down), eV: 6.188 / 6.764
<S²>: 20.017
Molecular weight, g mol⁻¹: 528.838
Spin multiplicity: 9



(7)
# C10H16CuNOP2S

A molecular structure, C10H16CuNOP2S (wB97M-V/def2-TZVPD, the Open Molecules 2025 dataset).

```
32
Properties=species:S:1:pos:R:3:forces:R:3
Cu 2.2100 0.1173 1.2173 0.8 0.1 0.2
C 0.4859 -3.0748 1.4168 0.2 0.2 0.1
P 1.1788 -1.6569 0.5075 -0.3 -0.5 -0.6
C 1.7834 -2.3671 -1.0732 0.1 0.1 0.3
C -0.3906 -0.7044 0.0450 0.6 -0.6 -0.2
C -1.0633 -1.4387 -1.0766 -0.3 0.1 -0.4
C -1.4365 -0.8529 -2.2148 0.1 -0.7 0.1
C -1.1218 0.5259 -2.4880 0.3 0.5 0.1
C -0.5177 1.3014 -1.5725 -0.2 0.2 -0.3
C -0.3150 0.8246 -0.2150 -0.2 0.2 0.2
P 0.8409 1.7693 0.8415 -0.4 0.5 0.2
C 0.8298 3.4768 0.1696 0.2 -0.4 0.0
C 0.0131 2.0085 2.4596 0.3 0.1 0.1
H 0.0910 -3.8205 0.7278 0.0 0.0 0.0
H -0.3214 -2.6671 2.0286 0.0 -0.1 0.0
H 1.2526 -3.5228 2.0477 0.0 -0.1 0.0
H 0.9414 -2.7552 -1.6458 0.1 0.0 0.0
H 2.5028 -3.1610 -0.8701 0.0 0.0 0.0
H 2.2687 -1.5766 -1.6446 0.0 -0.1 -0.1
H -1.3413 -2.4578 -0.8460 -0.1 -0.1 0.0
H -2.0146 -1.3945 -2.9508 0.0 -0.1 0.0
H -1.3783 0.9259 -3.4562 0.0 0.1 -0.1
H -0.3313 2.3435 -1.7907 0.0 0.0 -0.1
H -0.2020 3.8050 0.0307 0.0 0.0 0.0
H 1.3647 3.5170 -0.7788 0.0 0.1 0.0
H 1.3284 4.1322 0.8843 0.0 0.0 0.0
H -0.8402 2.6800 2.3786 0.0 0.0 0.1
H 0.7429 2.4115 3.1641 0.0 0.1 0.0
H -0.3225 1.0286 2.8026 0.0 0.1 0.1
O -3.0395 0.5786 -0.1749 -0.5 0.1 -0.1
S -1.9968 0.6904 0.8487 -0.1 -0.1 0.0
N -1.2015 -0.6849 1.2265 -0.6 0.2 0.5
```
Positions in Å, forces in eV/Å.

Calculated values
Charge: 0
E_HOMO, Eh: -0.254
Kohn-Sham gap, eV: 6.438
Molecular weight, g mol⁻¹: 323.805
Spin multiplicity: 1



(8)
# C10H16F3N5O5

2 unconnected molecules or ions with the total composition C10H16F3N5O5 at a distorted geometry (wB97M-V/def2-TZVPD, the Open Molecules 2025 dataset).

```
39
Properties=species:S:1:pos:R:3:forces:R:3
N 1.2288 5.9548 -1.6191 0.2 -1.6 0.2
C 0.5874 6.0993 -0.4253 0.1 2.2 -1.6
O 0.1259 7.1884 -0.1566 -0.5 -0.1 0.9
N 0.4366 5.0471 0.4436 0.6 -2.0 1.2
N 1.3045 3.9869 0.4670 -0.7 -0.8 1.7
C 1.1743 3.0622 1.4077 0.1 1.2 -2.2
C 0.0526 3.0412 2.3717 -0.9 1.3 1.2
O -0.1502 4.0646 3.0091 -0.4 -1.8 -0.7
O -0.7430 1.9328 2.4534 0.7 1.3 0.1
C 2.2604 2.0213 1.5527 0.7 0.4 -1.1
F 3.2376 2.5017 2.3658 -0.6 -0.7 -0.6
F 2.8102 1.7166 0.3443 -0.2 0.1 1.1
F 1.7850 0.8625 2.0835 0.4 0.6 -0.1
H 1.0597 6.6965 -2.2901 0.1 -0.3 0.4
H 1.3551 5.0037 -1.9457 0.2 0.4 -0.2
H -0.0517 5.2884 1.3121 0.1 -0.1 -0.3
H -0.3995 1.2272 1.8903 0.1 0.0 0.0
C 0.8702 -5.0631 -0.9368 -0.4 0.2 0.2
N -0.3001 -4.9426 -0.0669 1.2 -0.8 -0.7
C -0.9533 -3.8302 0.2867 -1.1 0.5 0.8
O -1.9230 -3.9325 1.0228 0.0 0.5 -0.1
C -0.4632 -2.4485 -0.2124 -0.2 0.2 -0.1
C 0.6094 -1.8695 0.7187 -0.2 -0.3 -0.2
N -1.5343 -1.4552 -0.3352 1.7 -1.1 0.9
C -2.4904 -1.4013 -1.2593 -1.5 0.5 -1.3
C -2.5724 -2.4652 -2.3363 0.1 0.1 0.3
O -3.2937 -0.4829 -1.2521 -0.1 0.1 0.1
H 1.6890 -4.4435 -0.5676 0.1 -0.1 -0.1
H 1.2057 -6.1021 -0.9543 -0.1 0.2 0.1
H 0.6156 -4.7626 -1.9548 0.2 0.0 -0.1
H -0.6866 -5.7910 0.3211 0.0 0.2 0.0
H -0.0120 -2.5827 -1.1948 0.0 0.0 -0.1
H 1.0019 -0.9448 0.2958 0.0 0.0 0.0
H 0.1810 -1.6727 1.7026 0.0 0.0 0.0
H 1.4300 -2.5774 0.8328 0.0 0.1 0.1
H -1.6356 -0.7858 0.4076 -0.1 0.0 0.1
H -2.7689 -3.4311 -1.8744 0.1 -0.2 -0.1
H -1.6458 -2.4919 -2.9036 0.1 -0.2 -0.1
H -3.3970 -2.2187 -3.0040 0.1 0.1 0.1
```
Positions in Å, forces in eV/Å.

Calculated values
Charge: 0
E_HOMO, Eh: -0.358
Kohn-Sham gap, eV: 9.000
Structure (SMILES): NC(=O)N/N=C(\C(=O)O)C(F)(F)F.CNC(=O)[C@H](C)NC(C)=O
Molecular weight, g mol⁻¹: 343.262
Spin multiplicity: 1